Record 1
Entry from the Open Molecules 2025 dataset: a structure of composition C29H52BGeN6O2Sc (ωB97M-V/def2-TZVPD).

Geometry as ORCA input:
```
! wB97M-V def2-TZVPD RIJCOSX def2/J DEFGRID3
* xyz 0 1
Sc 0.199 -0.619 0.065
C 0.930 -2.259 -4.195
C 1.653 -1.691 -3.018
C 2.678 -2.158 -2.309
C 3.010 -1.211 -1.311
N 2.069 -0.247 -1.330
N 1.216 -0.559 -2.367
B 0.133 0.529 -2.802
N -1.269 -0.008 -2.526
N -1.642 -0.405 -1.281
C -2.922 -0.732 -1.351
C -3.396 -0.642 -2.672
C -2.324 -0.162 -3.382
C -2.266 0.166 -4.791
C -3.801 -1.013 -0.119
C -4.516 -2.344 -0.291
C -4.843 0.162 0.157
C -2.965 -1.134 1.169
N 0.396 1.775 -1.924
N 0.322 1.672 -0.548
C 0.406 2.945 -0.089
C 0.566 3.834 -1.125
C 0.609 3.023 -2.267
C 0.810 3.467 -3.684
C 0.114 3.355 1.327
C 1.141 2.741 2.368
C 0.095 4.860 1.611
C -1.313 2.861 1.602
C 4.175 -1.139 -0.366
C 5.471 -1.493 -1.157
C 3.920 -2.104 0.852
C 4.347 0.252 0.186
H -0.123 -2.186 -4.019
H 1.054 -3.306 -4.289
H 1.208 -1.687 -5.079
H 3.202 -3.147 -2.435
H 0.181 0.875 -3.955
H -4.413 -0.757 -3.075
H -3.013 -0.318 -5.425
H -1.332 -0.193 -5.231
H -2.298 1.224 -4.862
H -5.033 -2.370 -1.287
H -5.144 -2.499 0.608
H -3.795 -3.149 -0.398
H -5.681 0.122 -0.547
H -4.312 1.176 0.125
H -5.191 -0.003 1.182
H -2.206 -1.964 1.047
H -3.644 -1.419 1.920
H -2.401 -0.265 1.447
H 0.633 4.917 -1.107
H 1.361 4.387 -3.748
H -0.117 3.615 -4.135
H 1.358 2.806 -4.265
H 2.172 3.154 2.236
H 1.259 1.682 2.132
H 0.849 2.840 3.395
H 1.096 5.245 1.536
H -0.111 5.066 2.640
H -0.594 5.386 0.984
H -1.383 1.708 1.676
H -1.946 3.186 0.734
H -1.699 3.273 2.526
H 5.508 -2.550 -1.405
H 6.460 -1.303 -0.625
H 5.534 -0.908 -2.063
H 3.818 -3.090 0.447
H 2.979 -1.908 1.337
H 4.678 -2.001 1.626
H 4.575 0.999 -0.597
H 5.185 0.212 0.847
H 3.454 0.533 0.751
C -1.916 0.036 4.423
Ge -0.215 -0.845 4.072
C 1.087 -0.127 5.290
C -0.750 -2.706 4.545
C 0.510 -0.860 2.229
H -2.081 -0.113 5.452
H -2.730 -0.380 3.865
H -1.827 1.144 4.265
H 0.634 0.256 6.206
H 1.622 0.700 4.794
H 1.813 -0.864 5.651
H -0.959 -2.785 5.623
H -0.083 -3.515 4.285
H -1.718 -2.930 4.080
H 0.894 -1.879 1.983
H 1.427 -0.295 2.309
O -1.360 -3.576 -1.429
C -0.219 -3.510 -1.032
O 0.267 -2.517 -0.367
H 0.468 -4.332 -1.323
*
```

Summary:
LUMO level: 0.6 eV
Gap between HOMO and LUMO: 9.026 eV

***

Record 2
Entry from the Open Molecules 2025 dataset: a cluster of 2 separate species, BrH3N2 in total (ωB97M-V/def2-TZVPD).

Geometry as ORCA input:
```
! wB97M-V def2-TZVPD RIJCOSX def2/J DEFGRID3
* xyz 0 1
N -0.358 -0.672 0.239
N 1.452 0.892 0.022
Br 2.912 -0.086 0.108
H -1.026 0.027 -0.078
H -0.087 -1.232 -0.567
H 1.185 1.231 0.951
*
```

Summary:
LUMO level: -1.9 eV
Gap between HOMO and LUMO: 7.236 eV
Relative energy (zero: lowest compared OMol25 entry of this formula, charge and spin): 73.5 kcal per mole

***

Record 3
Entry from the Open Molecules 2025 dataset: a cluster of 2 separate species, H5NS2 in total (ωB97M-V/def2-TZVPD).

Geometry as ORCA input:
```
! wB97M-V def2-TZVPD RIJCOSX def2/J DEFGRID3
* xyz 1 2
N -0.855 -0.276 -1.151
H -1.758 -0.483 -0.745
H -1.057 0.336 -1.932
H -0.552 -1.150 -1.577
S 2.116 0.378 1.514
S 0.332 1.271 1.431
H 1.801 -0.696 2.278
H -0.028 0.618 0.183
*
```

Summary:
LUMO level (alpha / beta): -4.4 / -8.9 eV
Gap between HOMO and LUMO (alpha / beta): 11.075 / 6.241 eV
Relative energy (zero: lowest compared OMol25 entry of this formula, charge and spin): 2.1 kcal per mole

***

Record 4
Entry from the Open Molecules 2025 dataset: a structure of composition C7H8CsO7 (ωB97M-V/def2-TZVPD).

Geometry as ORCA input:
```
! wB97M-V def2-TZVPD RIJCOSX def2/J DEFGRID3
* xyz 0 2
O 1.730 3.187 2.857
C 1.733 3.545 3.960
O 1.691 3.968 5.038
Cs -3.630 -2.046 3.115
O -0.791 -1.833 0.473
O -1.237 -0.301 -1.161
C -2.642 -0.591 -1.203
C -3.450 0.261 -0.226
O -3.258 -0.052 1.091
C -0.424 -0.999 -0.375
H -2.937 -0.378 -2.239
H -2.793 -1.663 -1.001
H -4.509 0.129 -0.556
H -3.205 1.325 -0.458
O 1.357 0.054 -1.625
C 2.790 0.133 -1.552
C 3.143 -1.069 -0.682
O 1.926 -1.291 0.053
C 0.943 -0.701 -0.614
H 3.194 0.077 -2.567
H 3.060 1.089 -1.086
H 3.950 -0.875 0.030
H 3.360 -1.969 -1.272
*
```

Summary:
LUMO level (alpha / beta): -0.4 / -0.4 eV
Gap between HOMO and LUMO (alpha / beta): 5.794 / 5.883 eV
Relative energy (zero: lowest compared OMol25 entry of this formula, charge and spin): 0.0 kcal per mole

***

Record 5
Entry from the Open Molecules 2025 dataset: a structure of composition C62H43MoN5P (ωB97M-V/def2-TZVPD).

Geometry as ORCA input:
```
! wB97M-V def2-TZVPD RIJCOSX def2/J DEFGRID3
* xyz 1 1
Mo 0.019 0.588 0.750
C -5.351 -0.843 6.165
C -4.545 0.268 6.368
C -3.584 0.612 5.426
C -3.425 -0.149 4.273
C -4.238 -1.261 4.073
C -5.197 -1.608 5.015
C -2.368 0.220 3.278
C -1.064 -0.222 3.540
C -0.718 -1.121 4.603
C 0.573 -1.494 4.409
C 1.057 -0.770 3.269
N 0.029 -0.023 2.745
C 2.369 -0.761 2.785
C 2.828 0.153 1.835
C 4.216 0.500 1.647
C 4.254 1.540 0.787
C 2.899 1.811 0.377
C 2.528 2.695 -0.627
C 3.600 3.507 -1.280
C 3.707 4.872 -1.033
C 4.689 5.625 -1.664
C 5.569 5.021 -2.552
C 5.468 3.659 -2.803
C 4.489 2.906 -2.169
C 1.220 2.827 -1.103
N 0.114 2.186 -0.602
C -0.951 2.559 -1.382
C -2.301 2.296 -1.102
C -3.314 2.680 -2.130
C -3.460 1.881 -3.261
C -4.387 2.211 -4.240
C -5.169 3.350 -4.099
C -5.023 4.156 -2.978
C -4.099 3.822 -1.996
C -2.743 1.768 0.098
C -4.120 1.705 0.532
C -4.125 1.190 1.777
C -2.755 0.876 2.122
N -1.936 1.244 1.082
C -0.492 3.402 -2.440
C 0.841 3.594 -2.246
N 2.052 0.957 1.041
C 3.350 -1.744 3.329
C 3.655 -1.805 4.686
C 4.555 -2.746 5.166
C 5.160 -3.640 4.293
C 4.871 -3.578 2.936
C 3.975 -2.632 2.457
H -6.096 -1.114 6.902
H -4.662 0.869 7.260
H -2.954 1.479 5.586
H -4.111 -1.857 3.177
H -5.823 -2.476 4.853
H -1.388 -1.441 5.384
H 1.141 -2.200 4.991
H 5.043 0.039 2.160
H 5.119 2.091 0.456
H 3.021 5.345 -0.340
H 4.769 6.685 -1.462
H 6.331 5.608 -3.046
H 6.153 3.184 -3.493
H 4.409 1.841 -2.360
H -2.851 0.990 -3.365
H -4.497 1.580 -5.113
H -5.891 3.609 -4.862
H -5.625 5.049 -2.870
H -3.979 4.453 -1.123
H -4.965 2.037 -0.048
H -4.975 1.024 2.419
H -1.121 3.827 -3.206
H 1.514 4.205 -2.827
H 3.214 -1.086 5.366
H 4.786 -2.774 6.223
H 5.862 -4.373 4.667
H 5.344 -4.265 2.247
H 3.747 -2.582 1.398
N -0.125 -0.955 -0.128
P -0.096 -1.816 -1.472
C -1.636 -1.560 -2.345
C -2.765 -1.188 -1.613
C -3.986 -1.060 -2.258
C -4.084 -1.306 -3.620
C -2.961 -1.671 -4.352
C -1.735 -1.799 -3.715
C 0.110 -3.539 -1.066
C -0.037 -3.935 0.263
C 0.051 -5.282 0.589
C 0.284 -6.225 -0.399
C 0.430 -5.831 -1.725
C 0.339 -4.491 -2.061
C 1.232 -1.309 -2.552
C 1.129 -0.050 -3.154
C 2.203 0.468 -3.855
C 3.380 -0.265 -3.960
C 3.486 -1.515 -3.367
C 2.415 -2.038 -2.655
H -2.681 -0.986 -0.552
H -4.860 -0.760 -1.695
H -5.040 -1.207 -4.119
H -3.039 -1.853 -5.415
H -0.855 -2.065 -4.290
H -0.205 -3.191 1.032
H -0.062 -5.594 1.619
H 0.352 -7.273 -0.140
H 0.614 -6.569 -2.494
H 0.441 -4.192 -3.098
H 0.213 0.525 -3.075
H 2.123 1.444 -4.315
H 4.218 0.144 -4.510
H 4.403 -2.082 -3.456
H 2.507 -3.003 -2.175
*
```

Summary:
LUMO level (alpha / beta): -3.7 / -3.7 eV
Gap between HOMO and LUMO (alpha / beta): 5.719 / 5.720 eV
Relative energy (zero: lowest compared OMol25 entry of this formula, charge and spin): 0.0 kcal per mole

***

Record 6
Entry from the Open Molecules 2025 dataset: the molecule C2H2N6 (ωB97M-V/def2-TZVPD).

Geometry as ORCA input:
```
! wB97M-V def2-TZVPD RIJCOSX def2/J DEFGRID3
* xyz 0 1
C 1.040 -0.275 -0.034
C -1.541 -0.283 0.493
H 2.418 0.361 1.006
H -2.291 -0.532 1.111
N 2.055 -0.457 0.657
N 0.140 -1.321 -0.579
N -1.150 -1.217 -0.354
N -0.981 0.899 0.666
N -0.375 1.547 -0.419
N 0.722 1.052 -0.667
*
```

Summary:
LUMO level: -2.1 eV
SMILES string: [H]/N=c1/nncnnn1
Gap between HOMO and LUMO: 7.916 eV
Relative energy (zero: lowest compared OMol25 entry of this formula, charge and spin): 70.1 kcal per mole

***

Short version: maximum force = 0.08350, 0.07535, 0.01929, 0.04073, 0.01405, 0.11244 Eh/bohr, in the order given.
Short version: E = -4477.91139, -2685.13748, -853.78769, -818.29411, -3071.73007, -405.74436 Eh, in the order given.